DFT (ωB97M-V/def2-TZVPD) results for C2H5NS3 in the gas phase at a distorted geometry.

## Properties
- gap between HOMO and LUMO (eV) = 9.0
- energy above the lowest of the compared OMol25 structures with the same formula, charge and spin (eV) = 0.181
- molecular weight (g mol⁻¹) = 139.3

```
! wB97M-V def2-TZVPD RIJCOSX def2/J DEFGRID3
* xyz 0 1
S -0.175 -0.606 2.283
C -0.043 -0.222 0.714
C -1.153 0.606 0.017
S -0.997 0.831 -1.721
N 1.091 -0.402 -0.086
S 2.492 -1.278 0.289
H -1.203 1.578 0.528
H -2.107 0.078 0.286
H -1.939 -0.099 -2.225
H 0.908 -0.181 -1.088
H 3.126 -0.303 1.004
*
```

In elementary charge units, the Mulliken charges are:
1. S -0.29
2. C 0.28
3. C -0.44
4. S -0.34
5. N -0.26
6. S -0.12
7. H 0.29
8. H 0.34
9. H 0.17
10. H 0.23
11. H 0.14

=====

DFT (ωB97M-V/def2-TZVPD) results for 6 unconnected molecules or ions with the total composition C34H37Cl5N3O6 at a distorted geometry.

## Properties
- gap between HOMO and LUMO (eV) = 2.4
- energy above the lowest of the compared OMol25 structures with the same formula, charge and spin (eV) = 3.861
- molecular weight (g mol⁻¹) = 761.0

```
! wB97M-V def2-TZVPD RIJCOSX def2/J DEFGRID3
* xyz 1 1
C -19.632 -30.257 24.035
N -19.174 -28.897 23.691
C -20.010 -27.853 24.063
C -19.592 -26.522 23.896
C -18.377 -26.290 23.201
C -17.594 -27.402 22.731
C -17.978 -28.700 23.047
C -17.990 -24.870 23.027
C -18.823 -23.889 22.431
C -18.401 -22.562 22.253
N -17.075 -22.250 22.442
C -16.210 -23.174 22.949
C -16.669 -24.508 23.235
C -16.577 -20.850 22.220
H -20.362 -30.657 23.330
H -19.871 -30.240 25.098
H -18.788 -30.944 23.974
H -20.865 -28.145 24.655
H -20.275 -25.793 24.305
H -16.712 -27.101 22.185
H -17.507 -29.624 22.743
H -19.860 -24.006 22.152
H -19.022 -21.850 21.729
H -15.231 -22.879 23.295
H -15.954 -25.162 23.712
H -15.806 -20.599 22.948
H -17.457 -20.228 22.386
H -16.218 -20.777 21.193
Cl -22.914 -19.744 18.603
O -23.734 -19.839 19.782
O -23.691 -19.344 17.456
O -21.979 -18.716 18.888
O -22.310 -21.016 18.394
Cl -17.925 -14.057 21.107
C -19.252 -13.937 19.842
C -18.612 -14.370 18.497
Cl -19.761 -14.078 17.194
H -19.726 -12.956 19.818
H -19.969 -14.692 20.163
H -18.381 -15.435 18.491
H -17.713 -13.838 18.186
Cl -26.093 -13.708 14.353
C -25.610 -15.398 13.985
C -26.386 -15.833 12.798
Cl -25.957 -15.224 11.260
H -25.806 -16.049 14.836
H -24.538 -15.471 13.800
H -27.442 -15.568 12.856
H -26.456 -16.921 12.792
C -26.377 -19.749 27.640
C -26.991 -20.011 26.218
C -25.893 -20.485 25.156
C -25.376 -21.851 25.358
N -24.953 -22.941 25.492
H -27.252 -19.466 28.224
H -25.588 -18.997 27.628
H -25.853 -20.651 27.957
H -27.676 -19.243 25.860
H -27.610 -20.886 26.417
H -25.064 -19.781 25.227
H -26.235 -20.441 24.122
C -19.889 -17.951 12.569
C -19.915 -17.498 11.251
C -18.729 -17.056 10.677
C -17.521 -17.088 11.335
C -17.536 -17.397 12.689
C -18.709 -17.873 13.290
C -16.252 -17.294 13.503
O -16.276 -17.575 14.696
C -15.142 -16.703 12.872
C -14.084 -16.286 13.636
C -12.931 -15.777 13.029
C -12.904 -15.491 11.684
C -14.034 -15.753 10.881
C -15.124 -16.387 11.481
C -16.249 -16.744 10.582
O -16.286 -16.523 9.383
H -20.850 -18.315 12.900
H -20.852 -17.427 10.719
H -18.695 -16.552 9.722
H -18.749 -18.154 14.332
H -13.997 -16.450 14.699
H -12.009 -15.706 13.587
H -12.029 -15.050 11.230
H -13.988 -15.564 9.819
*
```

In elementary charge units, the Mulliken charges are:
1. C -1.01
2. N 0.05
3. C -0.27
4. C -0.65
5. C 0.72
6. C -0.79
7. C -0.05
8. C 0.66
9. C -0.71
10. C -0.26
11. N 0.08
12. C -0.25
13. C -0.68
14. C -0.91
15. H 0.32
16. H 0.43
17. H 0.37
18. H 0.44
19. H 0.50
20. H 0.58
21. H 0.43
22. H 0.47
23. H 0.55
24. H 0.39
25. H 0.52
26. H 0.36
27. H 0.41
28. H 0.32
29. Cl 1.58
30. O -0.65
31. O -0.64
32. O -0.62
33. O -0.67
34. Cl -0.23
35. C -0.39
36. C -0.42
37. Cl -0.19
38. H 0.34
39. H 0.28
40. H 0.30
41. H 0.31
42. Cl -0.19
43. C -0.31
44. C -0.51
45. Cl -0.17
46. H 0.28
47. H 0.27
48. H 0.31
49. H 0.32
50. C -1.04
51. C -0.50
52. C -0.43
53. C 0.28
54. N -0.47
55. H 0.31
56. H 0.32
57. H 0.32
58. H 0.38
59. H 0.28
60. H 0.26
61. H 0.31
62. C -0.48
63. C -0.60
64. C -0.38
65. C 0.25
66. C 0.57
67. C -0.74
68. C 0.70
69. O -0.71
70. C 0.15
71. C -0.61
72. C -0.48
73. C -0.40
74. C -0.68
75. C 0.37
76. C 0.26
77. O -0.62
78. H 0.44
79. H 0.40
80. H 0.41
81. H 0.49
82. H 0.42
83. H 0.38
84. H 0.40
85. H 0.44

=====

DFT (ωB97M-V/def2-TZVPD) results for a molecular structure, C27H44O2 at a distorted geometry.

## Properties
- gap between HOMO and LUMO (eV) = 8.8
- energy above the lowest of the compared OMol25 structures with the same formula, charge and spin (eV) = 22.533
- molecular weight (g mol⁻¹) = 400.6

```
! wB97M-V def2-TZVPD RIJCOSX def2/J DEFGRID3
* xyz 0 1
C -4.466 -1.674 -2.080
C -5.037 -1.483 -1.038
C -5.077 -0.112 -0.343
C -4.163 0.635 -0.208
C -2.841 0.276 -0.779
C -1.960 1.291 -0.688
C -0.583 0.944 -0.962
C -0.097 -0.334 -1.583
H -0.536 -1.030 -0.828
H -0.377 -0.707 -2.459
C 1.399 -0.105 -1.349
H 1.794 -0.221 -2.466
H 1.859 -1.354 -0.940
C 1.857 1.094 -0.589
H 2.122 1.740 -1.498
C 2.968 0.771 0.438
C 3.422 1.903 1.154
H 2.613 2.216 1.953
H 3.551 3.031 0.372
H 4.320 1.997 1.710
H 2.754 -0.002 0.929
C 4.152 0.466 -0.349
C 5.308 -0.252 0.390
C 6.473 -0.679 -0.337
H 6.218 -1.171 -1.600
H 7.049 0.217 -0.917
C 7.664 -1.667 0.240
C 8.893 -1.490 -0.721
H 8.497 -2.252 -1.463
H 9.262 -0.715 -0.916
H 9.663 -2.064 -0.216
C 7.142 -2.884 0.592
H 8.025 -3.345 1.220
H 6.801 -3.578 -0.145
H 6.330 -2.829 1.443
O 8.165 -0.519 1.381
H 7.449 -0.666 1.831
H 4.856 -1.251 1.008
H 5.608 0.308 1.185
H 4.608 1.384 -0.860
H 4.047 -0.367 -1.157
C 0.358 1.552 0.231
C 0.082 0.688 1.318
H -0.939 0.599 1.509
H 0.582 1.250 2.061
H 0.652 -0.371 1.214
C 0.441 2.883 0.230
H 1.139 3.202 1.026
C -1.056 3.469 0.420
H -1.479 3.045 1.554
H -1.135 4.514 0.532
C -2.058 2.898 -0.567
H -2.909 3.155 -0.299
H -1.837 3.287 -1.366
H 0.776 3.432 -0.617
H -0.211 1.791 -1.791
H -2.649 -0.634 -0.934
H -4.495 1.590 0.415
C -6.530 0.130 0.378
H -6.464 1.027 1.071
C -6.728 -1.094 1.373
C -6.080 -2.364 1.184
C -6.005 -2.538 -0.484
H -7.214 -2.518 -0.731
H -5.632 -3.642 -0.622
H -5.081 -2.459 1.544
H -6.710 -3.255 1.604
O -8.115 -1.144 1.777
H -8.752 -0.512 1.906
H -6.303 -0.591 2.809
H -7.303 0.055 -0.264
H -3.901 -0.907 -2.557
H -4.605 -2.642 -2.687
*
```

In elementary charge units, the Mulliken charges are:
1. C -1.21
2. C 0.37
3. C 1.56
4. C -1.01
5. C -1.10
6. C 0.09
7. C 0.48
8. C -1.67
9. H 0.36
10. H 0.66
11. C -0.89
12. H 0.28
13. H 0.17
14. C -0.45
15. H 0.47
16. C 0.29
17. C -1.66
18. H 0.19
19. H 0.21
20. H 0.51
21. H 1.38
22. C -0.98
23. C -0.08
24. C -0.96
25. H 0.22
26. H 0.13
27. C 1.32
28. C -2.02
29. H 0.33
30. H 0.79
31. H 0.42
32. C -1.25
33. H 0.34
34. H 0.32
35. H 0.30
36. O -0.56
37. H 0.30
38. H 0.01
39. H 0.47
40. H 0.13
41. H 0.19
42. C 0.84
43. C -1.57
44. H 0.45
45. H 0.50
46. H 0.18
47. C -1.13
48. H 0.52
49. C -0.56
50. H 0.15
51. H 0.64
52. C -2.51
53. H 0.92
54. H 0.79
55. H 0.39
56. H 0.27
57. H 1.58
58. H -0.08
59. C -1.38
60. H 0.28
61. C 0.29
62. C -0.87
63. C -0.80
64. H 0.23
65. H 0.37
66. H 0.41
67. H 0.32
68. O -0.51
69. H 0.29
70. H 0.21
71. H 0.53
72. H 0.48
73. H 0.29

=====

DFT (ωB97M-V/def2-TZVPD) results for 3 unconnected molecules or ions with the total composition C3H11NO2S at a distorted geometry.

## Properties
- gap between HOMO and LUMO (eV) = 4.7
- energy above the lowest of the compared OMol25 structures with the same formula, charge and spin (eV) = 6.669
- molecular weight (g mol⁻¹) = 125.2

```
! wB97M-V def2-TZVPD RIJCOSX def2/J DEFGRID3
* xyz 0 1
C -0.037 -1.298 -0.169
C 0.971 -0.293 -0.886
S 2.511 -0.366 -0.029
N -1.365 -1.076 -0.624
C -1.912 0.011 0.190
O -0.974 0.985 0.381
H 0.176 -1.105 0.874
H 0.220 -2.311 -0.463
H 0.950 -0.719 -1.890
H 0.566 0.724 -0.827
H 1.277 2.825 -1.036
H -1.952 -1.901 -0.617
H -2.255 -0.402 1.166
H -2.789 0.443 -0.300
H 0.107 0.714 1.324
H 1.879 2.753 -0.573
H 1.735 0.487 1.496
O 0.893 0.529 1.982
*
```

In elementary charge units, the Mulliken charges are:
1. C -0.80
2. C -0.51
3. S -0.08
4. N -0.26
5. C -0.28
6. O -0.69
7. H 0.58
8. H 0.40
9. H 0.45
10. H 0.25
11. H 0.03
12. H 0.26
13. H 0.28
14. H 0.29
15. H 0.40
16. H -0.02
17. H 0.29
18. O -0.60

=====

DFT (ωB97M-V/def2-TZVPD) results for C5H10N4 in the gas phase at a distorted geometry.

## Properties
- gap between HOMO and LUMO (eV) = 9.2
- energy above the lowest of the compared OMol25 structures with the same formula, charge and spin (eV) = 6.769
- molecular weight (g mol⁻¹) = 126.2

```
! wB97M-V def2-TZVPD RIJCOSX def2/J DEFGRID3
* xyz 0 1
N 1.715 -1.588 -1.532
N 1.055 -2.515 -0.552
C 0.141 -2.316 0.227
N -0.716 -1.146 0.301
N -0.075 0.013 -0.077
C -0.916 0.729 -0.937
C -1.436 1.903 -0.014
C -0.657 1.832 0.983
C 0.481 1.032 0.933
H 2.655 -1.905 -1.516
H 1.324 -0.587 -1.355
H 0.039 -3.050 1.045
H -0.874 -1.019 1.556
H -0.361 1.156 -1.804
H -1.748 0.003 -1.242
H -2.107 2.841 -0.030
H -0.687 2.803 1.598
H 1.336 1.499 0.644
H 0.831 0.314 1.773
*
```

In elementary charge units, the Mulliken charges are:
1. N -0.43
2. N -0.35
3. C 0.03
4. N -0.66
5. N 0.15
6. C -0.52
7. C -0.27
8. C -0.16
9. C -0.88
10. H 0.24
11. H 0.34
12. H 0.34
13. H 0.33
14. H 0.22
15. H 0.40
16. H 0.28
17. H 0.26
18. H 0.31
19. H 0.36

=====

> Which formula does entry 3 have?

C27H44O2